Record 1
Density functional theory data (the ωB97M-V functional and the def2-TZVPD basis) for a single C2H5N3O molecule in a non-equilibrium geometry.

XYZ file:
```
11
Properties=species:S:1:pos:R:3:mulliken_charge:R:1
C -0.12013 -0.77317 -0.57748 0.56
C 1.16754 0.91499 0.49531 0.06
H -1.31298 -2.14740 -1.44228 0.25
H -2.22406 -0.96873 -0.54213 0.17
H -0.78984 0.42195 1.02100 0.21
H 1.93320 0.55537 -0.16765 0.40
H 0.55707 2.22981 1.82650 0.20
N -1.37113 -1.25880 -0.93261 -0.39
N -0.02199 0.18855 0.40339 -0.22
N 1.34375 1.99655 1.16500 -0.60
O 0.83857 -1.15912 -1.24904 -0.62
```

Values from the calculation:
Orbital gap = 10.49 eV
HOMO = -9.91 eV
Net charge = 0
SMILES = [H]/N=C\NC(N)=O
Energy relative to the best compared isomer or geometry (same formula, charge and spin) = 41.68 kJ/mol
LUMO level = 0.577 eV



Record 2
Density functional theory data (the ωB97M-V functional and the def2-TZVPD basis) for 2 unconnected molecules or ions with the total composition C2H2IN3O in a non-equilibrium geometry.

XYZ file:
```
9
Properties=species:S:1:pos:R:3:mulliken_charge:R:1
C 0.03138 1.96190 0.22766 0.09
C -0.27823 -0.03782 -0.14665 0.08
N 0.60182 0.82989 0.39637 -0.40
N -1.37548 0.57710 -0.49871 -0.24
N 0.38369 -2.57133 0.29989 -0.46
O -1.18990 1.87202 -0.24180 -0.09
I 0.39454 -3.66222 -1.23011 0.34
H 0.25183 2.86364 0.77941 0.34
H 1.18035 -1.83317 0.41393 0.34
```

Values from the calculation:
Orbital gap (alpha / beta) = 6.38 / 6.39 eV
HOMO (alpha / beta) = -9.12 / -9.13 eV
Net charge = 0
Energy relative to the best compared isomer or geometry (same formula, charge and spin) = 532.25 kJ/mol
LUMO level (alpha / beta) = -2.742 / -2.740 eV



Record 3
Density functional theory data (the ωB97M-V functional and the def2-TZVPD basis) for a single C5H10O molecule in a non-equilibrium geometry.

XYZ file:
```
16
Properties=species:S:1:pos:R:3:mulliken_charge:R:1
O 2.59344 -0.54528 -0.18778 -0.60
C 1.40654 -0.49954 0.81586 -0.61
C 0.29263 -0.08114 -0.10621 0.30
C -0.98117 -0.90948 -0.44791 -0.62
C -1.84995 0.36339 -0.27650 -0.40
C -0.58258 1.19699 0.04350 -0.58
H 3.09177 0.28989 -0.22852 0.30
H 1.34208 -1.53067 1.17765 0.25
H 1.64586 0.20688 1.61610 0.24
H 1.17064 -0.08788 -0.85447 0.22
H -1.25392 -1.73891 0.21938 0.29
H -0.96067 -1.29465 -1.47335 0.22
H -2.40614 0.67617 -1.16675 0.25
H -2.55582 0.30463 0.55866 0.23
H -0.60917 1.69676 1.02241 0.29
H -0.34352 1.95283 -0.71207 0.22
```

Values from the calculation:
Orbital gap = 10.60 eV
HOMO = -9.57 eV
Net charge = 0
SMILES = OCC1CCC1
Energy relative to the best compared isomer or geometry (same formula, charge and spin) = 247.14 kJ/mol
LUMO level = 1.029 eV



Record 4
Density functional theory data (the ωB97M-V functional and the def2-TZVPD basis) for a single C5H8O molecule.

XYZ file:
```
14
Properties=species:S:1:pos:R:3:mulliken_charge:R:1
C 2.51643 0.09217 0.25276 -1.11
C 1.30583 -0.21947 -0.46776 0.35
C 0.23652 -0.40789 -1.00505 -0.38
C -1.05225 0.20759 -0.62231 0.50
C -2.09696 -0.76297 -0.11394 -1.20
O -0.74605 1.04664 0.51103 -0.55
H 3.33111 -0.49605 -0.16225 0.32
H 2.39792 -0.14597 1.31472 0.27
H 2.75591 1.15690 0.15773 0.28
H -1.44136 0.82352 -1.44263 0.24
H -1.64284 -1.43541 0.61973 0.31
H -2.87040 -0.17333 0.38167 0.31
H -2.54259 -1.35560 -0.91653 0.35
H -0.12959 1.73346 0.22242 0.31
```

Values from the calculation:
Orbital gap = 10.27 eV
HOMO = -9.42 eV
Net charge = 0
SMILES = CC#C[C@@H](C)O
Energy relative to the best compared isomer or geometry (same formula, charge and spin) = 277.83 kJ/mol
LUMO level = 0.849 eV



Record 5
Density functional theory data (the ωB97M-V functional and the def2-TZVPD basis) for a molecular structure, C7H7IN5ORuS in a non-equilibrium geometry.

XYZ file:
```
23
Properties=species:S:1:pos:R:3:lowdin_spin:R:1
Ru -1.13904 0.70302 -0.82783 0.45
N 1.37615 0.59239 -4.37235 0.03
C 0.72056 0.47819 -3.24240 0.00
S -0.99155 0.64795 -3.15202 -0.06
N 1.49358 0.14810 -2.15126 -0.04
N 0.79526 0.04770 -1.05121 0.01
C 1.37362 -0.45203 0.02705 -0.05
C 0.55452 -0.60779 1.19335 0.00
C 1.04741 -1.19454 2.34967 -0.02
C 0.18453 -1.40640 3.42227 0.00
C -1.13701 -1.03687 3.28757 -0.01
C -1.56966 -0.44250 2.09574 0.00
N -0.75714 -0.21808 1.07651 0.01
H 0.91016 0.83751 -5.23474 0.00
H 2.37015 0.40277 -4.39884 0.00
H 2.40900 -0.77347 -0.01723 0.00
H 2.08646 -1.49157 2.40015 0.00
H 0.54539 -1.85924 4.33562 0.00
H -1.85015 -1.18788 4.08599 0.00
H -2.59988 -0.13567 1.98141 0.01
I -3.66907 0.94638 -0.83724 0.77
O -1.25013 3.53479 -0.49208 -0.06
N -0.90318 2.46726 -0.47813 -0.04
```

Values from the calculation:
Orbital gap (alpha / beta) = 5.06 / 4.59 eV
HOMO (alpha / beta) = -15.36 / -15.46 eV
Net charge = +2
Expectation value of S² = 0.871
Energy relative to the best compared isomer or geometry (same formula, charge and spin) = 70.95 kJ/mol
Spin multiplicity = 2
LUMO level (alpha / beta) = -10.302 / -10.870 eV



Record 6
Density functional theory data (the ωB97M-V functional and the def2-TZVPD basis) for a gas-phase ion, C7H14N3O3 (charge +1) in a non-equilibrium geometry.

XYZ file:
```
27
Properties=species:S:1:pos:R:3:mulliken_charge:R:1
C 1.48857 0.05671 1.04212 0.19
C -0.31192 1.01426 2.10103 0.13
C 0.26309 0.09866 0.00599 0.14
C -0.62539 2.61900 -1.48541 -1.02
C 0.63148 -2.19455 -1.12425 -0.79
C -0.34117 -2.04163 1.25346 -0.86
C -0.39744 1.24396 -1.98309 -0.24
N 1.02547 0.57293 2.18020 0.04
N -0.75789 0.66022 0.81810 -0.12
N -0.24597 -1.41024 -0.10186 0.10
O 2.52716 -0.47096 0.65648 -0.55
O -0.88532 1.58042 2.92580 -0.46
O 0.64014 0.59937 -1.13582 -0.37
H -1.45376 2.74805 -0.70045 0.23
H 0.18658 2.92756 -0.79767 0.30
H -0.66954 3.44721 -2.12249 0.40
H 0.60068 -3.36132 -0.93604 0.34
H 0.28302 -2.16334 -2.13052 0.33
H 1.64847 -1.82531 -1.00171 0.36
H 0.62201 -2.58709 1.56083 0.29
H -0.51815 -1.25972 1.84930 0.44
H -1.16049 -2.71128 1.07686 0.42
H -0.02984 1.22823 -2.95234 0.46
H -1.34904 0.65543 -1.92723 0.24
H 1.58514 0.86105 2.96159 0.29
H -1.59332 1.10202 0.58790 0.24
H -1.16255 -1.38966 -0.62077 0.45
```

Values from the calculation:
Orbital gap = 11.09 eV
HOMO = -14.28 eV
Net charge = +1
SMILES = CCO[C@]1([NH+](C)C)NC(=O)NC1=O
Energy relative to the best compared isomer or geometry (same formula, charge and spin) = 56.61 kJ/mol
LUMO level = -3.196 eV



The following calculated total energy values (in hartree) correspond, in order, to the records above: -318.73461; -614.34710; -271.65849; -270.45207; -1410.06098; -664.83960.